49
Properties=species:S:1:pos:R:3:mulliken_charge:R:1 method="wB97M-V/def2-TZVPD" charge=+1 max_force_ev_per_a=0.29 energy_ha=-6031.26058 orbital_gap_ha=0.26091
Y 0.30975 -0.20559 -1.43697 1.020
O 1.77745 0.07353 -3.18413 -0.395
C 1.69684 -0.60222 -4.48504 -0.874
C 0.49766 -1.53258 -4.64513 1.688
C 0.68082 -2.04766 -6.11406 -1.337
O -0.34703 -2.91590 -6.52620 -0.506
C -0.85934 -0.80280 -4.67824 -1.295
Se -1.63241 0.20024 -3.15618 -0.372
C 0.58981 -2.79932 -3.77599 -1.491
Se 0.60383 -2.79899 -1.80062 -0.362
H 2.47420 0.73708 -3.23962 0.268
H 2.62328 -1.16858 -4.60017 0.433
H 1.65417 0.18560 -5.23977 0.477
H 1.66099 -2.52555 -6.21602 0.490
H 0.65264 -1.19351 -6.79461 0.461
H -0.11280 -3.82224 -6.30663 0.349
H -1.60975 -1.53451 -4.96817 0.547
H -0.80823 -0.06136 -5.47649 0.511
H 1.51630 -3.30997 -4.04851 0.510
H -0.23792 -3.45070 -4.05276 0.532
C -1.17393 -0.78747 2.60361 -0.864
Te 0.36451 -1.75106 1.47811 0.193
C 1.73358 -0.75918 2.79520 -1.245
C 0.88847 -0.24355 3.93768 0.575
C 1.49512 0.26832 5.08454 -0.798
C 0.72958 0.76156 6.12468 -0.566
C -0.65777 0.74706 6.03187 -0.561
C -1.26661 0.24036 4.89820 -0.754
C -0.50039 -0.25647 3.84344 0.729
H -1.94593 -1.52210 2.82380 0.624
H -1.61985 0.01006 2.01425 0.211
H 2.24077 0.05921 2.28384 0.382
H 2.48115 -1.48114 3.11530 0.655
H 2.57525 0.27063 5.16109 0.460
H 1.20942 1.14615 7.01412 0.437
H -1.26028 1.11785 6.84985 0.435
H -2.34765 0.21180 4.83115 0.431
C -0.86286 3.43539 3.10092 -0.694
N -1.04655 2.73805 1.83411 0.242
C -2.21780 2.61715 1.12916 -0.342
C -1.93997 1.83682 0.04973 -0.644
N -0.61156 1.46746 0.09018 -0.053
C -0.11644 2.03256 1.18157 -0.584
H -1.67227 4.14978 3.22166 0.335
H 0.08267 3.97201 3.08388 0.338
H -0.87304 2.71975 3.92263 0.180
H -3.12293 3.10027 1.44995 0.438
H -2.59132 1.52941 -0.75154 0.337
H 0.89637 1.94435 1.54232 0.451



22
Properties=species:S:1:pos:R:3:mulliken_charge:R:1 method="wB97M-V/def2-TZVPD" charge=0 smiles="CN1C(=O)[C@]12C=CC=C/C2=C1/CO1" max_force_ev_per_a=3.10 energy_ha=-591.48985 orbital_gap_ha=0.29213
C 1.44858 1.49606 -2.01002 -0.358
C 0.80453 0.42774 -2.73360 -0.623
C 1.56363 1.58435 -0.66946 -0.768
C -0.10586 -0.33949 -2.06988 -0.551
C 0.81575 0.50948 0.14076 -0.018
C -0.30438 -0.12487 -0.59336 0.637
C -1.81793 0.27741 -0.27488 0.384
C 0.49432 0.05310 2.78465 -0.374
C 1.00108 0.36669 1.43362 0.587
C -1.56734 -2.06684 0.80478 -0.795
N -1.38066 -0.88698 -0.02083 -0.034
O -2.58274 1.17062 -0.13869 -0.592
O 1.55342 0.96464 2.50076 -0.505
H 2.13216 2.05886 -2.67696 0.285
H 0.83421 0.43537 -3.80199 0.379
H 2.09619 2.30210 -0.02008 0.373
H -0.70561 -1.07944 -2.49854 0.477
H -0.31586 0.60572 3.11415 0.320
H 0.84629 -0.80092 3.49876 0.216
H -1.59206 -1.85462 1.89908 0.265
H -2.53996 -2.51599 0.66792 0.301
H -0.67776 -2.58300 0.66380 0.395



18
Properties=species:S:1:pos:R:3:mulliken_charge:R:1 method="wB97M-V/def2-TZVPD" charge=0 smiles="CB(O)COC(=O)B(O)O" max_force_ev_per_a=8.69 energy_ha=-545.01045 orbital_gap_ha=0.36826
C -1.27643 0.38543 2.01376 -0.759
B -0.26732 -0.77651 1.43249 0.358
O -0.65877 -2.22397 1.56562 -0.514
C 1.17209 -0.50686 0.65324 -0.425
O 1.34185 0.88030 0.17578 -0.300
C 1.53577 0.91381 -1.29948 0.537
O 2.71034 1.09841 -1.91661 -0.493
B 0.15911 0.72330 -2.20846 0.514
O -0.77827 1.86651 -2.23070 -0.578
O -0.05932 -0.58443 -2.89419 -0.546
H -1.07451 0.65923 3.15668 0.289
H -1.20883 1.36030 1.34072 0.204
H -2.37986 -0.05963 1.92227 0.232
H -0.78745 -2.49947 0.59027 0.298
H 1.21551 -1.28719 -0.23284 0.277
H 2.06901 -0.75087 1.40248 0.236
H -1.13040 1.92051 -1.27339 0.354
H -0.58251 -1.11887 -2.19764 0.316



13
Properties=species:S:1:pos:R:3:mulliken_charge:R:1 method="wB97M-V/def2-TZVPD" charge=0 max_force_ev_per_a=0.57 energy_ha=-344.39971 orbital_gap_ha=0.36101
C 0.48936 -1.56635 1.05277 -1.218
C 0.28120 -0.07997 0.86468 0.584
O 1.24604 0.36253 -0.20378 -0.353
C 0.53589 0.96889 -1.17269 0.609
O 0.94463 1.45676 -2.18736 -0.550
C -0.80439 0.82793 -0.59336 0.030
C -1.16118 0.28645 0.50464 -0.672
H 1.54402 -1.76961 1.25900 0.338
H -0.12300 -1.91896 1.88633 0.353
H 0.19515 -2.10544 0.14760 0.318
H 0.57506 0.49075 1.74929 0.277
H -1.82667 1.85399 -1.45866 0.148
H -1.89611 1.19302 -1.84846 0.136